No. 1
The following is a DFT calculation (the ωB97M-V functional and the def2-TZVPD basis) of a molecular structure, C38H43N5PtSb at a distorted geometry.

Total charge: +1
Strongest force on any atom in eV/Å: 6.00
Molar mass in g mol⁻¹: 886.6
Calculated total energy in eV: -57331.133
Kohn-Sham gap in eV: 6.932

XYZ file:
```
88
Properties=species:S:1:pos:R:3:mulliken_charge:R:1
Pt -0.9837 -0.1133 -0.0902 2.970
C -1.1719 2.1263 5.5882 -0.604
C -1.9137 1.0802 6.1255 -0.603
C -2.2526 -0.0100 5.3581 -0.361
C -1.8371 -0.0822 4.0173 -0.378
C -1.1023 0.9951 3.4744 0.505
C -0.7890 2.0817 4.2537 -0.576
N -2.1542 -1.1564 3.2821 -1.580
N -1.8995 -1.2851 2.0495 1.404
C -2.0735 -2.3215 1.2179 -0.055
C -2.5041 -3.6236 1.5343 -0.598
C -2.6095 -4.5441 0.5122 -0.746
C -2.2507 -4.2167 -0.7878 -0.685
C -1.7635 -2.9439 -1.0974 0.138
C -1.7086 -2.0031 -0.1091 -0.457
H -0.8866 2.9631 6.2051 0.432
H -2.2286 1.1201 7.1553 0.389
H -2.8317 -0.8210 5.7685 0.499
H -0.8007 0.9261 2.4297 0.234
H -0.2389 2.9078 3.8253 0.413
H -2.7304 -3.8697 2.5608 0.529
H -2.9677 -5.5401 0.7269 0.391
H -2.3267 -4.9499 -1.5739 0.475
H -1.4461 -2.7295 -2.1074 0.472
C 3.8319 -3.0124 -1.5852 -0.860
C 2.8779 -2.6586 -2.6833 0.686
C 3.0623 -3.1709 -3.9634 -0.847
C 2.2089 -2.8421 -5.0014 -0.753
C 1.1387 -1.9930 -4.7768 -0.863
C 0.9376 -1.4832 -3.5083 -0.604
C 1.7995 -1.8077 -2.4709 0.370
Sb 1.3913 -0.7450 -0.6597 -0.435
C 2.1583 1.1187 -1.3964 0.524
C 3.2509 1.0488 -2.2509 -0.275
C 3.8282 2.1968 -2.7568 -0.905
C 3.3000 3.4305 -2.4191 -0.808
C 2.2046 3.5061 -1.5798 -0.706
C 1.6227 2.3567 -1.0513 0.117
C 0.4819 2.5109 -0.0866 0.431
C 2.8520 -1.1758 0.8436 1.033
C 3.9825 -0.3800 0.9315 -0.484
C 4.9495 -0.6591 1.8803 -0.904
C 4.7773 -1.7279 2.7418 -0.776
C 3.6355 -2.5056 2.6630 -0.773
C 2.6517 -2.2401 1.7182 0.404
C 1.4048 -3.0679 1.6561 -1.305
H 4.5740 -3.7209 -1.9400 0.509
H 3.3070 -3.4604 -0.7419 0.118
H 4.3544 -2.1262 -1.2237 0.203
H 3.8977 -3.8323 -4.1469 0.427
H 2.3873 -3.2453 -5.9864 0.398
H 0.4760 -1.7250 -5.5856 0.472
H 0.0960 -0.8251 -3.3188 0.501
H 3.6461 0.0800 -2.5251 0.430
H 4.6828 2.1254 -3.4107 0.494
H 3.7430 4.3342 -2.8068 0.405
H 1.8043 4.4757 -1.3172 0.445
H -0.0986 3.4069 -0.3061 0.450
H 0.8685 2.6050 0.9311 0.567
H -0.2069 1.6336 -0.1203 -1.814
H 4.1116 0.4563 0.2560 0.437
H 5.8383 -0.0516 1.9341 0.470
H 5.5374 -1.9625 3.4708 0.400
H 3.5108 -3.3377 3.3404 0.456
H 1.5255 -3.9952 2.2109 0.568
H 1.1384 -3.3106 0.6230 0.261
H 0.5698 -2.5162 2.0935 0.063
C -2.6631 3.3512 -2.5161 -1.284
N -2.8395 2.0870 -1.8380 0.353
C -2.4575 0.9387 -2.6270 -1.242
C -3.1278 1.9785 -0.5208 0.675
N -2.8175 0.8883 0.1364 -0.508
N -3.7154 3.0506 0.0924 0.138
C -3.6405 3.1771 1.5337 -1.200
C -4.8617 3.7140 -0.4972 -1.204
H -1.6946 3.3585 -3.0251 0.396
H -2.6787 4.1678 -1.8020 0.432
H -3.4427 3.5144 -3.2659 0.323
H -2.9357 1.0146 -3.6058 0.413
H -2.7862 0.0175 -2.1430 0.329
H -1.3702 0.9043 -2.7800 0.324
H -3.2545 0.8074 1.0485 0.125
H -2.6718 2.8334 1.8951 0.302
H -4.4316 2.6201 2.0473 0.390
H -3.7492 4.2316 1.7910 0.373
H -5.0492 3.3298 -1.4941 0.380
H -4.7074 4.7934 -0.5368 0.353
H -5.7496 3.5250 0.1097 0.393
```

No. 2
The following is a DFT calculation (the ωB97M-V functional and the def2-TZVPD basis) of 2 unconnected molecules or ions with the total composition C2H7N3O3 at a distorted geometry.

Total charge: 0
Strongest force on any atom in eV/Å: 3.05
Molar mass in g mol⁻¹: 121.1
Calculated total energy in eV: -12799.097
Energy relative to the best compared isomer or geometry (same formula, charge and spin) in kcal per mole: 50.9
Kohn-Sham gap in eV: 9.439

XYZ file:
```
15
Properties=species:S:1:pos:R:3:nbo_charge:R:1
N -2.2525 0.2144 -0.1300 -0.701
N -0.9821 -0.3814 -0.1974 -0.347
C -0.0666 -0.1352 0.6671 0.258
N 0.0299 0.6697 1.7344 -0.808
C 1.1433 -0.9431 0.4031 0.740
O 2.1166 -0.8595 1.0759 -0.536
O 1.0239 -1.7654 -0.6322 -0.684
H -2.1899 1.1987 -0.2221 0.365
H -2.9958 -0.3055 -0.5178 0.381
H -0.6422 1.3062 2.1882 0.407
H 0.8814 0.9402 2.1495 0.416
H 0.1655 -2.1768 -0.6613 0.514
O 1.2476 1.0926 -1.8242 -0.946
H 1.7375 0.7657 -2.5798 0.472
H 0.7835 0.3795 -1.4534 0.469
```

No. 3
The following is a DFT calculation (the ωB97M-V functional and the def2-TZVPD basis) of 2 unconnected molecules or ions with the total composition C3H8NO2 at a distorted geometry.

Total charge: +1
Strongest force on any atom in eV/Å: 1.56
Molar mass in g mol⁻¹: 90.1
Calculated total energy in eV: -8818.378
Energy relative to the best compared isomer or geometry (same formula, charge and spin) in kcal per mole: 36.3
Kohn-Sham gap in eV: 10.096

XYZ file:
```
14
Properties=species:S:1:pos:R:3:nbo_charge:R:1
O -1.1182 0.3110 0.8211 -0.646
C -1.9673 1.1377 1.0163 0.675
O -2.3594 1.9668 0.0585 -0.652
H -2.4733 1.2898 1.9724 0.124
H -3.1352 2.4820 0.3409 0.507
C 2.1981 -0.3919 -0.0864 -0.431
C 0.1659 -1.1499 -1.2233 0.157
N 0.9230 -1.0987 -0.2076 -0.376
H 2.9732 -1.1129 0.1545 0.253
H 2.1487 0.2424 0.8065 0.245
H 2.3248 0.2362 -0.9559 0.236
H 0.3014 -0.4738 -2.0580 0.224
H -0.5454 -1.9635 -1.3056 0.233
H 0.5636 -1.4752 0.6668 0.452
```